Entry 1:
The ion C22H44N5O13 with charge +1. Source: OMol25; level of theory: ωB97M-V/def2-TZVPD.

Bonds (Å) are listed after each position.
Geometry (Å):
1 N 0.525 -4.255 -1.427  C2 1.477, H41 1.018, H42 1.018
2 C 1.993 -4.267 -1.591  N1 1.477, C3 1.536, H43 1.091, H44 1.095
3 C 2.463 -3.439 -2.796  C2 1.536, C4 1.544, H45 1.089, H46 1.090
4 C 3.135 -2.108 -2.395  C3 1.544, O5 1.404, C6 1.527, H47 1.098
5 O 4.203 -2.400 -1.533  C4 1.404, H48 0.965
6 C 2.056 -1.257 -1.730  C4 1.527, O7 1.232, N8 1.330
7 O 1.046 -0.929 -2.353  C6 1.232
8 N 2.275 -1.024 -0.439  C6 1.330, C9 1.451, H49 1.019
9 C 1.371 -0.451 0.541  N8 1.451, C10 1.544, C28 1.538, H50 1.093
10 C 0.362 -1.504 1.048  C9 1.544, C11 1.527, H51 1.090, H52 1.091
11 C -1.001 -1.474 0.362  C10 1.527, N12 1.475, C13 1.548, H53 1.096
12 N -0.921 -1.979 -1.021  C11 1.475, H54 1.074, H55 1.054, H56 1.082
13 C -1.643 -0.066 0.399  C11 1.548, O14 1.418, C26 1.538, H57 1.097
14 O -2.775 -0.090 1.253  C13 1.418, C15 1.418
15 C -3.948 0.428 0.648  O14 1.418, O16 1.395, C24 1.538, H58 1.098
16 O -4.230 -0.247 -0.540  C15 1.395, C17 1.424
17 C -4.467 -1.637 -0.346  O16 1.424, C18 1.524, C20 1.529, H59 1.098
18 C -4.512 -2.298 -1.718  C17 1.524, N19 1.470, H60 1.090, H61 1.094
19 N -3.248 -2.008 -2.410  C18 1.470, H62 1.016, H63 1.018
20 C -5.723 -1.851 0.498  C17 1.529, O21 1.401, C22 1.538, H64 1.100
21 O -5.922 -3.230 0.651  C20 1.401, H65 0.966
22 C -5.490 -1.169 1.857  C20 1.538, O23 1.403, C24 1.540, H66 1.105
23 O -6.666 -1.287 2.611  C22 1.403, H67 0.966
24 C -5.097 0.307 1.663  C15 1.538, C22 1.540, O25 1.399, H68 1.096
25 O -4.780 0.906 2.886  C24 1.399, H69 0.966
26 C -0.655 1.033 0.825  C13 1.538, O27 1.400, C28 1.547, H70 1.100
27 O -1.240 2.262 0.498  C26 1.400, H71 0.969
28 C 0.655 0.812 0.032  C9 1.538, C26 1.547, O29 1.414, H72 1.095
29 O 1.468 1.969 0.015  C28 1.414, C30 1.405
30 C 2.164 2.345 1.176  O29 1.405, O31 1.400, C39 1.546, H73 1.099
31 O 3.367 1.643 1.320  C30 1.400, C32 1.427
32 C 4.241 1.830 0.208  O31 1.427, C33 1.530, C35 1.530, H74 1.099
33 C 5.448 0.908 0.389  C32 1.530, O34 1.413, H75 1.093, H76 1.091
34 O 5.049 -0.440 0.530  C33 1.413, H77 0.963
35 C 4.649 3.301 0.104  C32 1.530, O36 1.398, C37 1.538, H78 1.104
36 O 5.511 3.453 -0.986  C35 1.398, H79 0.968
37 C 3.389 4.166 -0.073  C35 1.538, N38 1.448, C39 1.542, H80 1.099
38 N 3.799 5.551 -0.176  C37 1.448, H81 1.014, H82 1.015
39 C 2.377 3.871 1.052  C30 1.546, C37 1.542, O40 1.404, H83 1.095
40 O 1.141 4.498 0.829  C39 1.404, H84 0.967
41 H 0.285 -4.918 -0.694  N1 1.018
42 H 0.107 -4.610 -2.284  N1 1.018
43 H 2.440 -3.872 -0.677  C2 1.091
44 H 2.353 -5.295 -1.710  C2 1.095
45 H 3.200 -4.011 -3.357  C3 1.089
46 H 1.624 -3.212 -3.454  C3 1.090
47 H 3.468 -1.605 -3.312  C4 1.098
48 H 4.818 -1.660 -1.462  O5 0.965
49 H 3.202 -1.290 -0.110  N8 1.019
50 H 2.001 -0.157 1.384  C9 1.093
51 H 0.195 -1.345 2.113  C10 1.090
52 H 0.804 -2.495 0.931  C10 1.091
53 H -1.661 -2.143 0.925  C11 1.096
54 H -0.401 -2.916 -1.086  N12 1.074
55 H -0.306 -1.352 -1.604  N12 1.054
56 H -1.884 -2.050 -1.510  N12 1.082
57 H -1.982 0.202 -0.609  C13 1.097
58 H -3.789 1.478 0.367  C15 1.098
59 H -3.632 -2.075 0.216  C17 1.098
60 H -4.616 -3.373 -1.574  C18 1.090
61 H -5.382 -1.928 -2.270  C18 1.094
62 H -3.199 -2.546 -3.270  N19 1.016
63 H -3.261 -1.024 -2.670  N19 1.018
64 H -6.589 -1.379 0.011  C20 1.100
65 H -6.617 -3.345 1.313  O21 0.966
66 H -4.660 -1.689 2.370  C22 1.105
67 H -6.641 -0.630 3.319  O23 0.966
68 H -5.965 0.848 1.268  C24 1.096
69 H -3.888 0.635 3.136  O25 0.966
70 H -0.475 0.969 1.909  C26 1.100
71 H -0.649 2.984 0.760  O27 0.969
72 H 0.392 0.709 -1.026  C28 1.095
73 H 1.589 2.123 2.086  C30 1.099
74 H 3.711 1.547 -0.712  C32 1.099
75 H 6.033 1.234 1.253  C33 1.093
76 H 6.068 0.979 -0.505  C33 1.091
77 H 4.775 -0.565 1.445  O34 0.963
78 H 5.153 3.593 1.043  C35 1.104
79 H 5.527 4.395 -1.207  O36 0.968
80 H 2.924 3.889 -1.029  C37 1.099
81 H 3.003 6.151 -0.362  N38 1.014
82 H 4.223 5.866 0.691  N38 1.015
83 H 2.751 4.254 2.008  C39 1.095
84 H 0.873 4.317 -0.083  O40 0.967

Output
- SMILES string = NCC[C@H](O)C(=O)N[C@@H]1C[C@H]([NH3+])[C@@H](O[C@H]2O[C@H](CN)[C@@H](O)[C@H](O)[C@H]2O)[C@H](O)[C@H]1O[C@H]1O[C@H](CO)[C@@H](O)[C@H](N)[C@H]1O
- net charge = +1
- strongest force on any atom (eV/A) = 0.8
- orbital gap (eV) = 9.83
- energy relative to the best compared isomer or geometry (same formula, charge and spin) (kJ/mol) = 0.00

Entry 2:
A cluster of 6 separate species, C22H44O10S4 in total at a distorted geometry. Source: OMol25; level of theory: ωB97M-V/def2-TZVPD.

Bonds (Å) are listed after each position.
Geometry (Å):
1 O 1.708 5.189 2.205  S2 1.450
2 S 1.189 5.793 0.994  O1 1.450, O3 1.448, C4 1.803, C7 1.838
3 O 1.477 7.173 0.662  S2 1.448
4 C 1.630 4.762 -0.418  S2 1.803, C5 1.518, H8 1.093, H9 1.090
5 C 0.528 4.941 -1.446  C4 1.518, C6 1.555, H10 1.093, H11 1.087
6 C -0.809 5.204 -0.697  C5 1.555, C7 1.516, H12 1.090, H13 1.095
7 C -0.610 5.489 0.778  S2 1.838, C6 1.516, H14 1.093, H15 1.085
8 H 1.731 3.746 -0.029  C4 1.093
9 H 2.635 5.088 -0.686  C4 1.090
10 H 0.815 5.822 -2.025  C5 1.093
11 H 0.464 4.131 -2.168  C5 1.087
12 H -1.524 4.419 -0.945  C6 1.090
13 H -1.315 6.073 -1.131  C6 1.095
14 H -0.785 4.580 1.359  C7 1.093
15 H -1.156 6.322 1.208  C7 1.085
16 O 4.153 -0.470 -1.012  S17 1.448
17 S 2.774 -0.701 -1.388  O16 1.448, O18 1.449, C19 1.802, C22 1.836
18 O 2.233 -2.040 -1.509  S17 1.449
19 C 1.740 0.268 -0.274  S17 1.802, C20 1.522, H23 1.097, H24 1.089
20 C 0.668 0.967 -1.097  C19 1.522, C21 1.547, H25 1.094, H26 1.088
21 C 1.385 1.434 -2.386  C20 1.547, C22 1.519, H27 1.092, H28 1.090
22 C 2.247 0.274 -2.852  S17 1.836, C21 1.519, H29 1.087, H30 1.092
23 H 2.372 1.081 0.105  C19 1.097
24 H 1.457 -0.278 0.625  C19 1.089
25 H -0.105 0.209 -1.259  C20 1.094
26 H 0.197 1.781 -0.552  C20 1.088
27 H 1.976 2.338 -2.219  C21 1.092
28 H 0.672 1.689 -3.171  C21 1.090
29 H 3.087 0.588 -3.466  C22 1.087
30 H 1.571 -0.408 -3.371  C22 1.092
31 O -1.557 -5.096 0.316  S32 1.457
32 S -0.186 -4.764 -0.050  O31 1.457, O33 1.451, C34 1.819, C37 1.837
33 O 0.260 -4.915 -1.423  S32 1.451
34 C 0.190 -3.124 0.642  S32 1.819, C35 1.513, H38 1.091, H39 1.089
35 C 1.452 -3.263 1.464  C34 1.513, C36 1.545, H40 1.095, H41 1.089
36 C 1.328 -4.649 2.134  C35 1.545, C37 1.519, H42 1.099, H43 1.092
37 C 0.961 -5.665 1.066  S32 1.837, C36 1.519, H44 1.085, H45 1.090
38 H -0.659 -2.921 1.296  C34 1.091
39 H 0.167 -2.371 -0.145  C34 1.089
40 H 2.317 -3.269 0.794  C35 1.095
41 H 1.527 -2.394 2.117  C35 1.089
42 H 0.540 -4.525 2.891  C36 1.099
43 H 2.121 -5.053 2.766  C36 1.092
44 H 0.416 -6.563 1.338  C37 1.085
45 H 1.813 -5.851 0.413  C37 1.090
46 O -2.059 -0.005 -3.321  S47 1.454
47 S -2.323 -1.216 -2.562  O46 1.454, O48 1.463, C49 1.822, C52 1.840
48 O -2.368 -1.146 -1.101  S47 1.463
49 C -3.822 -2.073 -3.146  S47 1.822, C50 1.542, H53 1.091, H54 1.091
50 C -3.379 -3.442 -3.703  C49 1.542, C51 1.527, H55 1.090, H56 1.089
51 C -2.035 -3.782 -3.063  C50 1.527, C52 1.512, H57 1.091, H58 1.088
52 C -1.179 -2.538 -3.137  S47 1.840, C51 1.512, H59 1.091, H60 1.092
53 H -4.334 -1.445 -3.876  C49 1.091
54 H -4.518 -2.069 -2.306  C49 1.091
55 H -4.171 -4.130 -3.408  C50 1.090
56 H -3.337 -3.399 -4.790  C50 1.089
57 H -1.531 -4.555 -3.644  C51 1.091
58 H -2.263 -4.173 -2.073  C51 1.088
59 H -0.898 -2.260 -4.154  C52 1.091
60 H -0.249 -2.500 -2.567  C52 1.092
61 C -1.490 -0.256 1.811  C62 1.492, H65 1.087, H66 1.088, H67 1.092
62 C -1.373 1.128 1.267  C61 1.492, C63 1.518, O64 1.216
63 C -2.628 1.777 0.712  C62 1.518, H68 1.087, H69 1.095, H70 1.090
64 O -0.303 1.705 1.254  C62 1.216
65 H -1.480 -0.967 0.989  C61 1.087
66 H -2.276 -0.302 2.562  C61 1.088
67 H -0.529 -0.351 2.323  C61 1.092
68 H -2.488 2.808 0.398  C63 1.087
69 H -3.319 1.737 1.560  C63 1.095
70 H -3.033 1.251 -0.153  C63 1.090
71 C 2.239 1.751 3.844  C72 1.487, H75 1.088, H76 1.086, H77 1.098
72 C 1.726 0.954 4.990  C71 1.487, C73 1.507, O74 1.215
73 C 0.531 0.056 4.798  C72 1.507, H78 1.088, H79 1.097, H80 1.090
74 O 2.169 1.079 6.114  C72 1.215
75 H 2.348 1.204 2.910  C71 1.088
76 H 3.158 2.275 4.087  C71 1.086
77 H 1.451 2.505 3.717  C71 1.098
78 H 0.214 -0.457 5.703  C73 1.088
79 H 0.817 -0.748 4.109  C73 1.097
80 H -0.359 0.547 4.404  C73 1.090

Output
- SMILES string = O=S1(=O)CCCC1.O=S1(=O)CCCC1.O=S1(=O)CCCC1.O=S1(=O)CCCC1.CC(C)=O.CC(C)=O
- strongest force on any atom (eV/A) = 1.6
- orbital gap (eV) = 9.76
- energy relative to the best compared isomer or geometry (same formula, charge and spin) (kJ/mol) = 0.00

Entry 3:
A cluster of 4 separate species, C22H44O11S in total at a distorted geometry. Source: OMol25; level of theory: ωB97M-V/def2-TZVPD.

Bonds (Å) are listed after each position.
Geometry (Å):
1 C -0.103 -0.303 0.499  C2 1.497, H17 1.081, H18 1.082, H19 1.072
2 C 0.398 -1.114 -0.656  C1 1.497, O3 1.190, O4 1.327
3 O 0.016 -0.921 -1.766  C2 1.190
4 O 1.253 -2.062 -0.293  C2 1.327, C5 1.430
5 C 1.596 -3.010 -1.308  O4 1.430, C6 1.528, H20 1.079, H21 1.077
6 C 0.726 -4.266 -1.259  C5 1.528, C7 1.519, H22 1.084, H23 1.074
7 C -0.660 -4.019 -0.688  C6 1.519, C8 1.520, H24 1.086, H25 1.082
8 C -1.618 -5.187 -0.848  C7 1.520, C9 1.540, H26 1.082, H27 1.085
9 C -2.836 -5.015 0.079  C8 1.540, C10 1.522, H28 1.088, H29 1.086
10 C -3.399 -3.602 0.112  C9 1.522, C11 1.534, H30 1.079, H31 1.085
11 C -4.737 -3.555 0.862  C10 1.534, C12 1.534, H32 1.080, H33 1.082
12 C -5.976 -3.770 -0.017  C11 1.534, O13 1.441, H34 1.080, H35 1.082
13 O -5.758 -3.453 -1.405  C12 1.441, S14 1.642
14 S -6.469 -2.040 -1.848  O13 1.642, O15 1.417, O16 1.628
15 O -6.992 -2.292 -3.141  S14 1.417
16 O -5.130 -1.139 -2.060  S14 1.628, H36 0.972
17 H 0.674 0.291 0.959  C1 1.081
18 H -0.549 -0.961 1.233  C1 1.082
19 H -0.895 0.323 0.137  C1 1.072
20 H 2.602 -3.330 -1.087  C5 1.079
21 H 1.633 -2.601 -2.303  C5 1.077
22 H 1.215 -4.981 -0.608  C6 1.084
23 H 0.693 -4.688 -2.246  C6 1.074
24 H -1.080 -3.171 -1.221  C7 1.086
25 H -0.581 -3.693 0.341  C7 1.082
26 H -1.955 -5.278 -1.873  C8 1.082
27 H -1.097 -6.077 -0.510  C8 1.085
28 H -3.642 -5.653 -0.279  C9 1.088
29 H -2.577 -5.356 1.077  C9 1.086
30 H -2.731 -2.925 0.620  C10 1.079
31 H -3.466 -3.248 -0.912  C10 1.085
32 H -4.786 -2.620 1.399  C11 1.080
33 H -4.714 -4.352 1.593  C11 1.082
34 H -6.307 -4.793 0.073  C12 1.080
35 H -6.753 -3.113 0.353  C12 1.082
36 H -4.323 -1.682 -2.062  O16 0.972
37 O 2.312 -4.634 -3.868  C38 1.202
38 C 2.214 -4.151 -4.964  O37 1.202, O39 1.346, C42 1.512
39 O 3.021 -4.591 -5.948  C38 1.346, C40 1.430
40 C 2.867 -4.220 -7.320  O39 1.430, C41 1.515, H43 1.091, H44 1.089
41 C 3.566 -2.913 -7.631  C40 1.515, H45 1.090, H46 1.090, H47 1.090
42 C 1.266 -3.005 -5.236  C38 1.512, H48 1.089, H49 1.088, H50 1.087
43 H 1.813 -4.205 -7.600  C40 1.091
44 H 3.328 -5.026 -7.889  C40 1.089
45 H 3.138 -2.084 -7.067  C41 1.090
46 H 3.488 -2.682 -8.694  C41 1.090
47 H 4.620 -2.977 -7.362  C41 1.090
48 H 1.752 -2.070 -4.960  C42 1.089
49 H 0.384 -3.137 -4.613  C42 1.088
50 H 0.924 -2.944 -6.266  C42 1.087
51 O -2.047 1.692 2.295  C52 1.203
52 C -1.308 2.508 2.779  O51 1.203, O53 1.344, C56 1.512
53 O -0.131 2.761 2.182  C52 1.344, C54 1.436
54 C 0.730 3.841 2.576  O53 1.436, C55 1.515, H57 1.085, H58 1.090
55 C 1.641 3.416 3.710  C54 1.515, H59 1.090, H60 1.086, H61 1.092
56 C -1.634 3.193 4.087  C52 1.512, H62 1.089, H63 1.087, H64 1.088
57 H 0.155 4.732 2.806  C54 1.085
58 H 1.329 4.076 1.696  C54 1.090
59 H 1.074 3.156 4.604  C55 1.090
60 H 2.333 4.213 3.965  C55 1.086
61 H 2.210 2.531 3.419  C55 1.092
62 H -1.322 2.550 4.908  C56 1.089
63 H -2.712 3.332 4.137  C56 1.087
64 H -1.177 4.173 4.202  C56 1.088
65 O 1.172 6.398 4.056  C66 1.203
66 C 2.019 7.251 4.020  O65 1.203, O67 1.344, C70 1.511
67 O 3.215 6.998 4.580  C66 1.344, C68 1.432
68 C 4.353 7.856 4.440  O67 1.432, C69 1.514, H71 1.091, H72 1.089
69 C 4.351 8.964 5.473  C68 1.514, H73 1.090, H74 1.090, H75 1.090
70 C 1.742 8.617 3.439  C66 1.511, H76 1.089, H77 1.087, H78 1.087
71 H 4.426 8.238 3.421  C68 1.091
72 H 5.218 7.213 4.594  C68 1.089
73 H 3.489 9.620 5.357  C69 1.090
74 H 5.256 9.566 5.388  C69 1.090
75 H 4.303 8.542 6.477  C69 1.090
76 H 1.274 9.236 4.203  C70 1.089
77 H 1.050 8.499 2.608  C70 1.087
78 H 2.623 9.124 3.053  C70 1.087

Output
- strongest force on any atom (eV/A) = 1.8
- orbital gap (eV) = 10.25
- energy relative to the best compared isomer or geometry (same formula, charge and spin) (kJ/mol) = 0.00

What did we get for E_HOMO? Answer: -11.9, -9.5, -9.8 eV, in the order shown.